--- i ---
The following is a DFT calculation (ωB97M-V/def2-TZVPD) of C41H82As3IN8O7RbS2Si2Te as an isolated structure.

Structure (ORCA input):
```
! wB97M-V def2-TZVPD RIJCOSX def2/J DEFGRID3
* xyz -1 1
Rb -0.3829 0.0090 0.0781
C 3.1360 -1.3234 6.4691
C 1.7860 -1.6952 5.8649
N 1.8774 -2.2003 4.5094
C 2.0810 -1.3221 3.4485
S 2.5853 -2.0146 1.9423
N 1.9141 -0.0650 3.6985
N 1.7975 0.7768 2.6284
C 2.6600 1.7122 2.5252
C 3.8926 1.8210 3.3773
C 2.3928 2.7674 1.5116
C 3.2909 3.8210 1.3361
C 2.9979 4.8199 0.4238
C 1.8115 4.7522 -0.2841
C 0.9804 3.6645 -0.0452
N 1.2560 2.6962 0.8134
H 3.0135 -0.8836 7.4606
H 3.6384 -0.5967 5.8310
H 3.7772 -2.2015 6.5663
H 1.1406 -0.8176 5.8403
H 1.2916 -2.4576 6.4731
H 2.4135 -3.0496 4.3885
H 3.9770 0.9337 3.9974
H 3.8582 2.6985 4.0279
H 4.7876 1.9034 2.7567
H 4.2083 3.8571 1.9057
H 3.6868 5.6422 0.2751
H 1.5348 5.5100 -1.0041
H 0.0448 3.5566 -0.5831
C 0.9588 3.3747 -3.7364
As -0.0366 1.8295 -2.9982
C 0.6224 0.5756 -4.3581
C -1.7409 2.1425 -3.9658
C -2.8250 3.0333 -3.3362
C -2.2454 4.3552 -2.8361
C -3.5437 2.3001 -2.1839
As -2.6905 2.1561 -0.4066
C -3.3277 3.8546 0.3654
C -4.1297 1.0720 0.3605
C -3.9239 3.2762 -4.3978
As -3.7896 4.3830 -6.0398
C -3.9280 6.1781 -5.2510
C -1.8941 4.4993 -6.5432
H 0.6886 3.5629 -4.7770
H 2.0254 3.1514 -3.6874
H 0.7772 4.2747 -3.1497
H 0.3804 0.9423 -5.3580
H 0.1487 -0.3914 -4.2014
H 1.7044 0.4748 -4.2673
H -2.1525 1.1417 -4.1169
H -1.4654 2.5364 -4.9453
H -1.5100 4.1775 -2.0473
H -3.0289 4.9951 -2.4230
H -1.7405 4.9001 -3.6319
H -3.7381 1.2653 -2.4758
H -4.5136 2.7748 -1.9962
H -4.3776 4.0232 0.1168
H -2.7350 4.7004 0.0214
H -3.2264 3.7860 1.4496
H -5.1001 1.4673 0.0514
H -4.0549 1.1123 1.4488
H -4.0187 0.0422 0.0201
H -4.7958 3.7306 -3.9121
H -4.2654 2.2997 -4.7556
H -4.8619 6.2544 -4.6948
H -3.9519 6.9091 -6.0593
H -3.0993 6.4096 -4.5865
H -1.5603 3.5636 -6.9883
H -1.2355 4.7595 -5.7188
H -1.8323 5.2783 -7.3049
C -5.6219 -4.4231 1.7878
Si -3.7472 -4.4337 1.6625
C -3.0823 -5.6291 2.9502
C -3.2755 -5.0345 -0.0586
C -3.1411 -2.6829 1.8843
Te -1.2190 -2.3654 2.7987
C -2.0757 -1.9661 4.7358
Si -2.7503 -0.2381 4.9853
C -2.6993 0.1379 6.8284
C -4.5436 -0.1184 4.4440
C -1.7354 1.0482 4.0916
H -6.0327 -5.4213 1.6240
H -6.0449 -3.7567 1.0339
H -5.9570 -4.0741 2.7659
H -3.0964 -6.6541 2.5750
H -3.6784 -5.6015 3.8648
H -2.0549 -5.3719 3.2196
H -2.4205 -5.7144 -0.0471
H -3.0335 -4.1769 -0.6887
H -4.1127 -5.5633 -0.5174
H -3.8527 -2.1104 2.4809
H -3.0956 -2.2141 0.8996
H -1.2606 -2.1292 5.4451
H -2.8270 -2.7344 4.9287
H -3.2827 -0.5920 7.3930
H -3.1042 1.1283 7.0427
H -1.6751 0.1065 7.2033
H -5.1308 -0.9474 4.8444
H -4.6548 -0.1258 3.3595
H -4.9809 0.8107 4.8162
H -0.6821 0.9954 4.3757
H -2.1051 2.0507 4.3213
H -1.7745 0.9085 3.0095
C 6.8026 -1.3593 1.7104
C 5.8164 -1.8799 0.6775
S 6.5958 -2.1343 -0.8858
O 6.9975 -0.8532 -1.4208
O 7.5811 -3.1854 -0.7729
C 5.2520 -2.7718 -1.9033
C 4.8993 -1.8666 -3.0710
N 4.2645 -0.6321 -2.6327
C 3.0567 -0.5552 -2.0125
N 2.7877 0.6662 -1.5933
C 3.8594 1.4258 -1.9420
C 4.7725 0.6490 -2.5908
N 5.9742 1.0861 -3.2237
O 6.3822 2.1893 -2.9126
O 6.5102 0.3484 -4.0346
C 2.1204 -1.6960 -1.8368
H 6.2687 -1.2184 2.6494
H 7.2214 -0.4038 1.3991
H 7.6177 -2.0638 1.8661
H 4.9991 -1.1763 0.5109
H 5.3829 -2.8364 0.9712
H 4.3973 -2.9482 -1.2520
H 5.6135 -3.7334 -2.2650
H 4.2026 -2.3865 -3.7319
H 5.7847 -1.6044 -3.6452
H 3.9223 2.4799 -1.7392
H 2.3306 -2.5345 -2.4994
H 1.1114 -1.3373 -2.0332
H 2.1588 -2.0452 -0.8023
N -0.0875 -4.3595 -1.7432
C 0.0304 -3.9599 -0.4570
O -0.4046 -2.8968 -0.0654
C 0.7104 -4.8806 0.5268
I 2.4856 -5.8040 -0.2178
H -0.6929 -3.8151 -2.3379
H 0.1760 -5.2880 -2.0266
H 0.0402 -5.6848 0.8256
H 1.0232 -4.2846 1.3847
C -2.3508 -2.2790 -3.3655
O -1.6048 -0.4100 -2.0931
C -2.3844 -1.4027 -2.1089
O -3.1928 -1.7150 -1.2192
H -1.3657 -2.2714 -3.8346
H -3.0581 -1.8691 -4.0887
H -2.6748 -3.2957 -3.1389
*
```

- highest occupied orbital energy (eV) = -4.81
- frontier orbital gap (eV) = 6.498
- E_LUMO (eV) = 1.7


--- ii ---
The following is a DFT calculation (ωB97M-V/def2-TZVPD) of C41H82As3IN8O7RbS2Si2Te as an isolated structure.

Structure (ORCA input):
```
! wB97M-V def2-TZVPD RIJCOSX def2/J DEFGRID3
* xyz -1 1
Rb -0.3163 0.9128 -0.5247
C -1.0193 6.8229 -4.2717
C 0.1107 5.7995 -4.3355
N -0.3447 4.4276 -4.2541
C -0.7573 3.8430 -3.0846
S -1.5558 2.3253 -3.2328
N -0.5478 4.5647 -2.0038
N -0.6932 3.9272 -0.8132
C -0.9779 4.6801 0.1895
C -1.2609 6.1557 0.0756
C -1.0202 4.0735 1.5402
C -1.5747 4.7866 2.6122
C -1.5827 4.2345 3.8806
C -1.0299 2.9791 4.0724
C -0.5062 2.3381 2.9596
N -0.5011 2.8506 1.7347
H -0.6230 7.8408 -4.3035
H -1.5817 6.6959 -3.3467
H -1.7058 6.6973 -5.1120
H 0.8136 5.9716 -3.5213
H 0.6635 5.9082 -5.2714
H -0.7180 3.9923 -5.0799
H -1.0719 6.4740 -0.9445
H -0.6283 6.7332 0.7551
H -2.3032 6.3779 0.3223
H -1.9944 5.7687 2.4516
H -2.0092 4.7857 4.7100
H -0.9874 2.5088 5.0459
H -0.0503 1.3581 3.0646
C 4.7242 0.2644 3.5688
As 2.8074 0.3717 3.1433
C 2.9971 1.1597 1.3595
C 2.5772 -1.5083 2.5764
C 1.7155 -2.3940 3.4908
C 1.6955 -3.8058 2.8962
C 0.2819 -1.8599 3.6097
As -0.6942 -1.3850 1.9564
C -1.2516 -3.1395 1.2926
C -2.3669 -1.0233 2.9364
C 2.3473 -2.4291 4.8919
As 1.3662 -3.4371 6.2783
C 0.3681 -1.9413 7.0778
C 2.8344 -3.4012 7.5849
H 4.8580 -0.3548 4.4566
H 5.1172 1.2595 3.7752
H 5.2753 -0.1770 2.7375
H 3.4637 0.4696 0.6557
H 3.5907 2.0713 1.4315
H 2.0141 1.4392 0.9837
H 3.5764 -1.9475 2.4911
H 2.1591 -1.5019 1.5675
H 1.3770 -3.7760 1.8534
H 1.0319 -4.4664 3.4602
H 2.7001 -4.2372 2.9194
H 0.2890 -0.9293 4.1895
H -0.3350 -2.5807 4.1594
H -1.3722 -3.8585 2.1051
H -0.5085 -3.4812 0.5742
H -2.2057 -3.0041 0.7769
H -2.6272 -1.8523 3.5999
H -3.1513 -0.8787 2.1926
H -2.2673 -0.1090 3.5236
H 2.4835 -1.4119 5.2749
H 3.3383 -2.8904 4.8259
H -0.5082 -1.7086 6.4745
H 0.9967 -1.0525 7.1529
H 0.0362 -2.2327 8.0749
H 3.6170 -4.0924 7.2736
H 2.4601 -3.7184 8.5582
H 3.2556 -2.3985 7.6715
C 5.4260 -3.3576 -4.9256
Si 3.8436 -2.3391 -4.8036
C 3.6179 -1.3774 -6.4071
C 2.4053 -3.5304 -4.6487
C 4.0391 -1.0755 -3.4351
Te 2.1720 -0.1916 -2.8636
C 2.5998 1.5790 -4.1709
Si 3.6809 2.8685 -3.3900
C 3.9248 4.3460 -4.5433
C 5.4058 2.2388 -2.9601
C 2.9204 3.5002 -1.7965
H 5.3616 -4.1023 -5.7240
H 5.5927 -3.8857 -3.9829
H 6.2983 -2.7275 -5.1189
H 3.5288 -2.0454 -7.2680
H 4.4577 -0.7000 -6.5861
H 2.7071 -0.7744 -6.3542
H 2.1709 -3.9483 -5.6330
H 1.5155 -3.0284 -4.2654
H 2.6462 -4.3478 -3.9686
H 4.6552 -0.2606 -3.8176
H 4.5080 -1.4804 -2.5404
H 1.6081 2.0238 -4.3251
H 2.9586 1.2437 -5.1485
H 4.4403 4.0500 -5.4611
H 4.5126 5.1359 -4.0649
H 2.9570 4.7674 -4.8245
H 5.9462 1.8669 -3.8348
H 5.3626 1.4347 -2.2220
H 5.9888 3.0606 -2.5321
H 1.9793 4.0292 -1.9642
H 3.6087 4.1813 -1.2855
H 2.7169 2.6649 -1.1206
C -5.3304 -4.9881 1.9287
C -5.3813 -3.5636 2.4657
S -6.2728 -2.5302 1.3235
O -5.4937 -2.4511 0.1130
O -7.6425 -2.9719 1.2606
C -6.2526 -0.9286 2.1232
C -6.5600 0.2312 1.1679
N -5.4290 0.6002 0.3278
C -4.2728 1.1502 0.8003
N -3.3094 1.1217 -0.0937
C -3.8431 0.5606 -1.2148
C -5.1397 0.2285 -0.9726
N -6.0927 -0.2740 -1.9016
O -5.6629 -0.7529 -2.9321
O -7.2794 -0.1689 -1.6336
C -4.1583 1.7738 2.1469
H -4.7624 -5.6138 2.6158
H -4.8389 -5.0131 0.9569
H -6.3329 -5.4006 1.8257
H -4.3847 -3.1306 2.5625
H -5.8994 -3.4994 3.4242
H -5.2742 -0.8085 2.5884
H -7.0113 -0.9779 2.9046
H -6.8201 1.0995 1.7727
H -7.4077 0.0067 0.5287
H -3.3055 0.5145 -2.1455
H -4.8748 2.5911 2.2561
H -3.1537 2.1795 2.2441
H -4.3246 1.0649 2.9601
N -2.0343 -0.9668 -4.0417
C -1.8780 -1.5500 -2.8415
O -1.1282 -1.0995 -1.9903
C -2.7370 -2.7524 -2.5098
I -2.8090 -4.2406 -4.0391
H -1.5333 -0.1027 -4.2186
H -2.6608 -1.3406 -4.7314
H -3.7657 -2.4400 -2.3438
H -2.3280 -3.2253 -1.6252
C 3.1737 -4.3147 -0.4010
O 3.2220 -3.2445 -1.3358
C 2.2147 -2.2662 -1.2518
O 1.4106 -2.4095 -0.3366
H 3.4309 -3.9776 0.6059
H 3.9031 -5.0543 -0.7319
H 2.1801 -4.7669 -0.3614
*
```

- highest occupied orbital energy (eV) = -3.88
- frontier orbital gap (eV) = 5.211
- E_LUMO (eV) = 1.3


Energetically preferred structure: i | next structure: +49.8 kcal/mol


--- i ---
The following is a DFT calculation (ωB97M-V/def2-TZVPD) of one molecule with the formula C5H12S.

Structure (ORCA input):
```
! wB97M-V def2-TZVPD RIJCOSX def2/J DEFGRID3
* xyz 0 1
C 1.0974 0.0874 1.6453
C 0.6612 -0.1182 0.1698
C 0.3940 -1.5892 -0.0715
C -0.4237 0.7527 -0.3245
C -0.8206 0.5692 -1.7628
H 0.2581 -0.1217 2.2792
H 1.8906 -0.6163 1.9101
H 1.3824 1.0962 1.9284
H 1.5736 0.1016 -0.3549
H 0.2213 -1.8665 -1.1232
H -0.4419 -1.8843 0.5416
H 1.2985 -2.1910 0.1779
H -0.0806 1.8026 -0.2650
H -0.0392 0.8563 -2.4729
H -1.1871 -0.4434 -1.9590
H -1.6395 1.2673 -1.9549
H -2.2240 1.8067 0.8904
S -1.9205 0.4905 0.7460
*
```

- highest occupied orbital energy (eV) = -9.01
- frontier orbital gap (eV) = 9.825
- SMILES string = CC(C)[C@@H](C)S
- E_LUMO (eV) = 0.8


--- ii ---
The following is a DFT calculation (ωB97M-V/def2-TZVPD) of C5H12S as an isolated structure.

Structure (ORCA input):
```
! wB97M-V def2-TZVPD RIJCOSX def2/J DEFGRID3
* xyz 0 1
C 2.0915 -0.4543 -0.5529
C 1.2324 -0.1997 0.7060
C -0.0153 0.4881 0.5530
C -1.0274 -0.4919 -0.1191
C -2.4611 0.1075 -0.0903
H 2.2947 -2.0407 -0.1255
H 3.2925 0.3254 -0.5842
H 1.3179 -0.3702 -1.6870
H 1.9933 0.0412 1.4360
H 0.7915 -1.1175 1.1149
H -0.2393 0.9066 1.6429
H 0.9882 1.6774 -1.0363
H -1.0625 -1.3718 0.6458
H -0.7041 -0.7400 -1.1569
H -2.4619 1.3311 -0.3391
H -3.0665 -0.1951 -1.0019
H -3.3125 -0.0453 0.6040
S 0.3487 2.1493 -0.0094
*
```

- highest occupied orbital energy (eV) = -8.97
- frontier orbital gap (eV) = 9.361
- E_LUMO (eV) = 0.4


Energetically preferred structure: i | next structure: +147.7 kcal/mol


--- i ---
The following is a DFT calculation (ωB97M-V/def2-TZVPD) of a 2-piece molecular cluster, C5H12S overall.

Structure (ORCA input):
```
! wB97M-V def2-TZVPD RIJCOSX def2/J DEFGRID3
* xyz 0 1
C 3.5689 0.3057 -0.9752
C 3.9461 1.3671 0.0548
S 3.7944 0.8684 1.7998
H 3.8113 -0.6937 -0.6217
H 3.9789 0.5853 -1.9405
H 2.4811 0.2591 -1.0544
H 4.9887 1.6439 -0.0664
H 3.3258 2.2415 -0.1078
H 2.5321 1.2736 1.8976
C -3.3902 -2.0015 0.1581
C -3.7433 -0.6579 -0.4254
C -3.6977 0.4495 0.3070
H -3.1675 -2.7480 -0.5929
H -2.5319 -1.8594 0.8134
H -4.1597 -2.3764 0.8400
H -3.9983 -0.5426 -1.4773
H -3.9291 1.4696 0.0046
H -3.8095 0.4159 1.3863
*
```

- highest occupied orbital energy (eV) = -9.05
- frontier orbital gap (eV) = 9.868
- SMILES string = C=CC.CCS
- E_LUMO (eV) = 0.8


--- ii ---
The following is a DFT calculation (ωB97M-V/def2-TZVPD) of a 4-piece molecular cluster, C5H12S overall.

Structure (ORCA input):
```
! wB97M-V def2-TZVPD RIJCOSX def2/J DEFGRID3
* xyz 0 1
C -1.1812 2.2488 0.6624
C -0.2579 1.2824 1.5730
C 0.7605 0.4986 0.7393
C -0.0340 -0.7342 -0.0461
C 0.7875 -2.4289 -2.1649
H -1.1177 3.5137 1.3887
H -2.6546 1.6232 0.5862
H -0.5912 2.1752 -0.7693
H 0.4242 1.9548 2.2795
H -0.8150 0.4538 2.1419
H 1.4182 1.1310 -0.0985
H 1.5140 -0.0179 1.3673
H -0.4138 -1.6102 0.7432
H -1.1036 -0.6070 -0.6880
H 0.1731 -1.8807 -2.6901
H 0.0948 -2.9453 -1.5546
H 1.4339 -3.2131 -2.7316
S 1.5627 -1.4441 -0.7384
*
```

- highest occupied orbital energy (eV) = -8.40
- frontier orbital gap (eV) = 8.850
- E_LUMO (eV) = 0.5


Energetically preferred structure: i | next structure: +154.4 kcal/mol


--- i ---
The following is a DFT calculation (ωB97M-V/def2-TZVPD) of a 2-piece molecular cluster, C2H9BNO2 overall.

Structure (ORCA input):
```
! wB97M-V def2-TZVPD RIJCOSX def2/J DEFGRID3
* xyz 1 1
B -0.3876 0.3764 0.0820
C 0.0585 1.9699 -0.0240
C -2.3474 -1.5142 -0.0091
N -1.9464 -0.2960 -0.0331
O 2.9813 -0.7137 -0.1063
O 0.3971 -0.6334 0.2433
H -0.6150 2.5441 -0.6567
H 0.1243 2.4611 0.9369
H -3.3998 -1.7664 -0.0572
H -1.6164 -2.2973 0.1603
H -2.6577 0.4249 -0.1572
H 3.2622 -1.5199 -0.5500
H 1.0395 1.9869 -0.4943
H 3.7227 -0.4097 0.4256
H 1.3849 -0.6127 0.2398
*
```

- highest occupied orbital energy (eV) = -15.81
- frontier orbital gap (eV) = 10.990
- E_LUMO (eV) = -4.8


--- ii ---
The following is a DFT calculation (ωB97M-V/def2-TZVPD) of an isolated ion of composition C2H9BNO2 and charge +1.

Structure (ORCA input):
```
! wB97M-V def2-TZVPD RIJCOSX def2/J DEFGRID3
* xyz 1 1
B 0.4054 -0.7080 0.9927
C -0.5828 -0.3443 -1.4133
C 0.5439 0.1016 -0.4400
N 0.0730 1.4469 -0.0574
O 0.6798 -1.9867 0.9041
O -0.1069 0.0278 1.9620
H -1.6659 -0.2621 -1.1113
H -0.3867 0.2716 -2.2669
H -0.4414 -1.2791 -1.9284
H 1.4772 0.3238 -0.8958
H 0.7520 2.0380 0.4480
H -0.8023 1.3009 0.3699
H -0.0717 2.1344 -0.8434
H 0.5250 -2.6361 1.5560
H -0.3987 -0.4289 2.7238
*
```

- highest occupied orbital energy (eV) = -15.85
- frontier orbital gap (eV) = 12.409
- SMILES string = C[C@@H]([NH3+])B(O)O
- E_LUMO (eV) = -3.4


Energetically preferred structure: ii | next structure: +13.0 kcal/mol